Record 1
Molecular formula: C18H27Cl3N2O4Re
Method: DFT, ωB97M-V/def2-TZVPD

The geometry in XYZ format:
```
55
Properties=species:S:1:pos:R:3:forces:R:3:lowdin_charge:R:1
C 2.140943 -0.314837 -0.423560 0.8 0.9 -0.5 -0.383
C 2.126162 0.411053 0.833324 1.0 1.0 -1.0 -0.389
C 1.443255 1.647790 0.591889 1.1 0.0 -0.2 -0.397
C 2.965230 0.074654 2.017404 -0.5 -0.2 0.9 -0.166
C 0.988316 1.672224 -0.771124 0.5 -0.7 -0.1 -0.326
C 1.461085 0.481548 -1.417753 0.7 0.3 0.3 -0.316
C 1.352696 0.191498 -2.884480 -0.2 -0.1 0.0 -0.040
C 2.914092 -1.562198 -0.699713 -0.2 -0.2 0.0 -0.064
C 1.464730 2.834749 1.474692 -0.1 0.1 0.5 -0.111
C 0.436134 2.863605 -1.467778 -0.4 0.2 -0.2 -0.050
Re 0.069599 -0.177101 0.202108 1.7 -0.4 -0.8 1.197
Cl 1.080240 0.893387 4.094070 -0.4 0.5 2.4 -0.274
Cl 0.505196 -1.962025 1.689675 0.2 -0.9 0.6 0.076
Cl -0.974126 0.884823 1.947079 -2.2 1.2 1.5 0.102
H 3.333595 -0.950312 1.934480 0.0 0.1 0.1 0.048
H 2.358126 0.225520 3.009482 1.1 -0.5 -1.7 -0.145
H 3.810844 0.769130 2.098255 0.0 0.0 -0.3 0.073
H 1.422352 2.510413 2.522565 -0.1 0.1 -0.2 -0.037
H 0.620447 3.501147 1.276337 0.1 0.0 0.0 0.062
H 2.410303 3.383275 1.326308 -0.2 0.0 -0.1 0.082
H -0.189459 3.450277 -0.783150 0.1 -0.1 -0.2 0.079
H -0.189323 2.552473 -2.312298 0.3 0.3 0.3 0.045
H 1.249793 3.511606 -1.830678 -0.1 -0.1 0.1 0.083
H 0.401438 0.575895 -3.273751 0.2 -0.2 0.1 0.070
H 1.399400 -0.888177 -3.066353 -0.1 0.2 0.0 0.063
H 2.170482 0.669515 -3.449687 -0.1 0.0 0.3 0.080
H 2.798152 -2.259510 0.133881 0.0 0.0 -0.1 0.045
H 3.988238 -1.360303 -0.829449 -0.2 0.1 0.0 0.080
H 2.528946 -2.027388 -1.611787 0.1 -0.1 0.2 0.065
O -0.172438 -1.591434 -1.119680 -0.4 -1.1 -1.3 -0.429
H -1.062444 -1.836533 -1.379816 -0.2 -0.1 0.2 -0.014
C -4.759133 0.499395 2.225255 0.0 0.0 0.1 -0.086
C -5.012721 -0.798200 1.491853 -0.1 -0.6 -0.7 -0.193
C -4.418979 -0.874456 0.052708 0.4 1.1 0.3 -0.279
C -4.829180 -2.179165 -0.669260 -0.2 0.4 -0.3 -0.179
C -4.625841 -3.442977 0.153360 0.1 -0.1 0.0 -0.103
C -4.947046 0.318323 -0.776914 0.0 -0.1 0.1 -0.397
O -6.125044 0.654418 -0.793795 0.5 -0.3 -0.1 0.044
N -4.015766 0.970723 -1.561113 -1.0 0.2 -0.2 0.191
C -2.621743 0.877004 -1.490901 1.5 -0.2 -0.4 -0.487
O -1.929814 1.459663 -2.361194 -1.7 -0.8 1.4 -0.012
N -2.126870 0.123253 -0.478932 -1.0 0.4 -1.6 -0.029
C -2.866548 -0.816114 0.143278 0.2 -1.4 0.8 -0.494
O -2.273741 -1.706606 0.782563 -1.7 1.1 -0.7 -0.085
H -3.683042 0.648161 2.375113 -0.2 0.2 0.0 0.032
H -5.251791 0.444607 3.204089 0.2 0.1 -0.1 0.071
H -5.198618 1.336262 1.668385 0.2 0.0 0.2 0.073
H -4.573194 -1.642021 2.037915 -0.1 0.2 0.0 0.113
H -6.096186 -0.969881 1.399760 0.2 0.0 0.0 0.115
H -5.893268 -2.088063 -0.949236 0.3 0.0 0.0 0.115
H -4.250401 -2.214831 -1.606998 -0.1 -0.2 0.2 0.123
H -5.399965 -3.517268 0.929163 0.2 -0.1 -0.1 0.070
H -4.712394 -4.314677 -0.502060 0.0 0.0 0.1 0.065
H -3.632425 -3.429435 0.617642 -0.3 -0.1 -0.1 0.074
H -4.379489 1.646413 -2.223916 0.1 -0.1 0.2 0.149
```
Positions in Å, forces in eV/Å.

## Properties
Energy above the lowest of the compared OMol25 structures with the same formula, charge and spin   0.0 kcal per mole
Molecular weight   627.99 g/mol
⟨S²⟩   3.77
Total charge   -2
HOMO (spin up / spin down)   1.14 / -1.19 eV
Spin multiplicity   4

Record 2
Molecular formula: C18H27Cl3N2O4Ru
Method: DFT, ωB97M-V/def2-TZVPD

The geometry in XYZ format:
```
55
Properties=species:S:1:pos:R:3:forces:R:3:lowdin_charge:R:1
C 1.105200 -1.687184 -2.079318 -1.5 0.4 -0.2 -0.408
C 0.131164 -1.563366 -3.150614 0.1 -1.6 1.1 -0.406
C -0.941728 -2.469954 -2.900475 1.5 -0.1 1.3 -0.325
C 0.410385 -0.984935 -4.464804 -0.5 -0.3 -1.5 -0.101
C -0.679736 -3.156115 -1.678387 1.9 1.3 -0.8 -0.330
C 0.575678 -2.610762 -1.147213 -1.4 -1.5 -1.0 -0.340
C 1.309955 -3.031288 0.042734 -0.6 -2.3 -0.8 -0.059
C 2.550925 -1.381315 -2.204856 0.8 0.1 -0.3 -0.154
C -2.113634 -2.678905 -3.762120 -1.1 -0.6 -0.4 -0.092
C -1.516104 -4.248010 -1.114825 0.5 0.2 -0.3 -0.104
Ru -0.303566 0.075716 -1.401848 3.6 -0.6 3.5 0.645
Cl -1.903372 0.597559 -2.640279 -4.0 1.9 -3.2 0.027
Cl 1.528550 1.398920 -1.883115 0.5 0.5 -0.5 0.043
Cl -1.722696 -1.198786 -0.056516 -0.8 0.0 0.8 0.087
H 1.441622 -0.665587 -4.535104 0.2 0.3 -0.1 0.055
H -0.262497 -0.148669 -4.671528 0.2 0.1 -0.2 0.037
H 0.231446 -1.764209 -5.270015 0.2 0.7 0.7 0.090
H -2.458974 -1.788820 -4.311803 0.4 -0.2 0.2 0.054
H -2.999378 -3.042743 -3.190030 0.5 0.2 -0.2 0.073
H -1.887022 -3.483142 -4.491369 -0.2 0.3 -0.1 0.071
H -2.580005 -4.007502 -1.130948 0.0 0.0 0.2 0.056
H -1.159200 -4.432744 -0.112801 -0.3 -0.2 0.5 0.048
H -1.349451 -5.150350 -1.712625 -0.2 -0.2 0.1 0.068
H 0.631616 -3.604019 0.730984 0.9 0.6 -0.3 0.083
H 1.837032 -2.117285 0.536887 -0.3 0.6 0.7 -0.021
H 2.171316 -3.677342 -0.311865 -0.5 0.5 0.8 0.098
H 2.719482 -0.469210 -2.805931 0.1 -0.6 0.4 -0.007
H 3.006598 -2.237892 -2.724773 0.2 0.0 0.0 0.077
H 3.065561 -1.264490 -1.232913 -0.4 0.1 -0.4 0.065
O 2.168502 -0.921727 1.054274 -1.0 2.0 2.4 -0.245
H 1.473637 -0.463055 1.742420 1.5 -1.9 -2.5 0.054
C 1.883260 3.267893 1.958011 -0.1 0.8 0.0 -0.080
C 0.966168 2.868797 3.111253 0.0 -0.1 -0.1 -0.184
C -0.482668 2.517784 2.690167 -0.6 0.7 -1.1 -0.283
C -1.305145 2.162195 3.978764 0.0 0.6 -0.9 -0.181
C -0.662064 1.086437 4.844819 -0.7 0.1 0.5 -0.117
C -1.179521 3.789419 2.112026 1.0 0.1 -2.2 -0.400
O -1.525237 4.702751 2.801868 -0.7 1.3 1.5 0.052
N -1.305735 3.957322 0.707063 0.7 -1.1 1.1 0.185
C -0.800215 2.959240 -0.174696 -0.5 -1.2 -0.1 -0.599
O -0.741812 3.150771 -1.353746 -0.3 1.7 -0.8 -0.058
N -0.514673 1.675777 0.281146 0.1 0.0 1.6 0.031
C -0.382150 1.421570 1.595745 -0.5 -2.0 1.8 -0.441
O -0.169396 0.282923 2.130986 0.2 1.9 -1.7 -0.115
H 2.018097 2.489426 1.203991 -0.2 0.0 0.0 0.067
H 2.868164 3.513413 2.361357 0.1 0.0 0.0 0.064
H 1.509196 4.194813 1.462930 0.2 -0.7 0.2 0.087
H 1.416977 2.010220 3.658991 -0.5 0.5 -0.4 0.121
H 0.855643 3.698269 3.813820 0.2 0.1 0.1 0.113
H -1.377359 3.138427 4.524696 -0.1 -0.9 -0.3 0.111
H -2.336433 1.889347 3.659583 0.6 0.0 0.2 0.128
H 0.126946 1.523803 5.468012 0.0 -0.2 -0.1 0.063
H -1.458936 0.729568 5.521904 0.5 -0.2 -0.1 0.067
H -0.272856 0.277957 4.219310 -0.2 0.1 0.3 0.066
H -1.611557 4.869086 0.300780 0.5 -1.3 0.7 0.165
```
Positions in Å, forces in eV/Å.

## Properties
Molecular weight   542.85 g/mol
⟨S²⟩   6.03
Total charge   -2
HOMO (spin up / spin down)   0.06 / -0.60 eV
Spin multiplicity   5

Record 3
Molecular formula: C18H27Cl3N2O4Zr
Method: DFT, ωB97M-V/def2-TZVPD

The geometry in XYZ format:
```
55
Properties=species:S:1:pos:R:3:forces:R:3:lowdin_charge:R:1
C -0.723519 0.284940 -4.019257 0.5 -1.5 0.5 -0.278
C -1.583042 -0.845209 -3.910140 1.8 -0.1 0.2 -0.301
C -0.793937 -1.960968 -3.495455 0.4 1.7 -0.2 -0.322
C -3.036056 -0.832590 -4.139649 -0.7 0.3 0.1 -0.106
C 0.539505 -1.502550 -3.302519 -1.2 0.5 -0.7 -0.295
C 0.593395 -0.130086 -3.664847 -1.4 -0.7 0.1 -0.290
C 1.821604 0.681319 -3.634944 0.4 0.1 0.0 -0.116
C -1.166124 1.641871 -4.392297 -0.4 0.3 -0.1 -0.092
C -1.307759 -3.319764 -3.250409 -0.2 -0.4 0.0 -0.117
C 1.673473 -2.258543 -2.748419 0.4 -0.2 0.2 -0.097
Zr -0.684038 1.342212 0.094807 -1.5 -1.9 -1.9 1.203
Cl -4.999034 1.717613 -2.423800 -0.1 0.2 0.2 -0.770
Cl -1.573077 3.483145 0.688264 -0.1 0.1 0.3 -0.092
Cl -1.592195 -0.853343 -0.539234 0.5 1.4 0.6 0.052
H -3.543380 -0.047612 -3.539344 0.1 -0.4 -0.4 -0.035
H -3.474470 -1.798846 -3.862605 -0.1 0.1 -0.1 0.055
H -3.267378 -0.638756 -5.199864 -0.2 0.0 0.1 0.061
H -2.130975 -3.311917 -2.523433 0.0 -0.2 0.0 0.050
H -0.518366 -3.969532 -2.864917 -0.1 -0.1 0.0 0.043
H -1.690082 -3.768348 -4.177385 -0.1 -0.2 0.1 0.060
H 1.394031 -3.298862 -2.565228 0.1 -0.1 0.1 0.046
H 2.020230 -1.819379 -1.800536 0.1 -0.2 -0.1 0.044
H 2.526680 -2.252708 -3.439245 0.2 -0.1 0.1 0.056
H 2.256405 0.705812 -2.625946 0.2 0.1 0.0 0.048
H 1.626785 1.705892 -3.965158 0.1 0.1 0.0 0.047
H 2.585112 0.253640 -4.302150 0.2 0.2 0.0 0.060
H -1.967763 1.988355 -3.718404 0.1 0.1 -0.2 0.056
H -1.579591 1.648051 -5.413942 0.0 0.2 0.1 0.064
H -0.329620 2.346403 -4.357318 -0.1 0.2 0.0 0.042
O 0.295786 2.000697 -1.347228 0.9 1.0 -0.1 -0.409
H 0.864547 2.671211 -1.758105 -0.4 -0.7 0.0 0.056
C 0.160151 -0.753641 6.076708 0.1 -0.1 0.2 -0.092
C -0.166451 -0.607469 4.594972 0.4 0.2 -0.3 -0.146
C 0.770081 0.391265 3.840923 0.8 -0.7 -0.2 -0.296
C 0.923457 1.771459 4.540867 0.4 -0.4 -0.3 -0.158
C -0.414424 2.415011 4.842578 -0.1 0.2 0.0 -0.078
C 2.169811 -0.221108 3.681287 0.9 -1.0 0.4 -0.360
O 2.854871 -0.572939 4.635327 -0.6 0.5 -0.5 0.062
N 2.652566 -0.493558 2.402594 0.3 -0.1 0.3 0.200
C 2.139128 -0.067722 1.175714 0.4 0.1 -1.4 -0.492
O 2.631695 -0.374079 0.096814 -0.5 0.6 2.2 0.097
N 1.013745 0.720897 1.334504 -0.4 -0.4 0.6 0.017
C 0.252511 0.608187 2.458774 -2.0 0.4 -1.2 -0.423
O -0.999876 0.776489 2.249850 1.9 0.1 1.0 -0.170
H 1.242203 -0.826240 6.259099 -0.4 0.0 -0.1 0.069
H -0.307162 -1.672644 6.443826 0.0 0.1 0.1 0.074
H -0.248653 0.085180 6.654776 0.2 -0.2 -0.1 0.065
H -0.084129 -1.583963 4.082451 -0.1 0.4 0.2 0.138
H -1.191285 -0.235338 4.460317 0.3 -0.2 -0.1 0.121
H 1.533555 1.611656 5.445440 -0.2 0.1 -0.3 0.123
H 1.504313 2.404188 3.845118 -0.1 -0.1 0.4 0.133
H -0.870825 2.008573 5.754635 0.1 0.1 -0.3 0.071
H -0.240266 3.485000 4.980561 -0.3 -0.1 0.1 0.079
H -1.097300 2.267198 3.994643 0.1 0.2 0.4 0.075
H 3.535119 -0.998526 2.346924 -0.3 0.1 0.2 0.165
```
Positions in Å, forces in eV/Å.

## Properties
Energy above the lowest of the compared OMol25 structures with the same formula, charge and spin   42.4 kcal per mole
Molecular weight   533.01 g/mol
Total charge   -2
HOMO   0.71 eV

Record 4
Molecular formula: C18H27F4O16
Method: DFT, ωB97M-V/def2-TZVPD

The geometry in XYZ format:
```
65
Properties=species:S:1:pos:R:3:forces:R:3:lowdin_charge:R:1
O -0.920262 -0.455123 1.600923 3.7 0.4 0.8 -0.493
H 0.102738 -0.217123 1.836923 -3.7 -0.8 -0.9 -0.046
C -2.391262 -3.549123 1.764923 2.9 -5.5 1.9 -0.053
C -0.939262 -3.879123 1.376923 -1.6 -0.3 2.5 -0.200
O -1.115262 -4.595123 0.186923 8.9 2.5 1.8 0.232
C -2.279262 -4.834123 0.058923 -11.0 -9.4 -7.5 -0.611
O -2.698262 -5.738123 -0.824077 1.9 4.7 4.1 0.026
O -3.146262 -4.312123 0.893923 -0.6 0.7 -0.4 0.149
F -0.390262 -4.651123 2.419923 -0.1 -0.3 -1.4 0.027
H -2.591262 -2.619123 1.905923 -1.5 6.3 -0.4 0.066
H -2.456262 -3.958123 2.766923 -0.3 -0.4 0.3 0.139
H -0.340262 -3.042123 1.363923 1.5 1.9 -0.9 0.110
C -0.514262 -1.877123 -1.659077 -3.5 -2.4 3.3 0.003
C -1.830262 -1.118123 -1.375077 -2.3 0.4 0.4 -0.249
O -2.766262 -1.897123 -2.110077 0.7 0.5 0.8 0.135
C -2.107262 -2.868123 -2.754077 -4.7 -3.1 -4.0 -0.631
O -2.690262 -3.616123 -3.528077 0.8 1.3 1.3 0.123
O -0.853262 -2.980123 -2.538077 2.6 1.9 1.8 0.143
F -1.856262 0.147877 -1.943077 0.6 -0.2 -0.3 0.024
H -0.175262 -2.250123 -0.705077 0.5 -0.2 0.1 0.108
H 0.112738 -1.242123 -2.058077 3.6 3.0 -2.3 0.080
H -2.314262 -0.908123 -0.353077 1.7 -0.9 -1.1 0.159
C 1.209738 -2.289123 4.434923 2.1 -0.2 -3.1 -0.053
C -0.295262 -2.047123 4.669923 0.1 -0.5 -3.1 -0.321
O -0.374262 -1.391123 5.875923 -0.4 0.1 0.0 0.158
C 0.870738 -1.118123 6.322923 -0.8 2.4 4.2 -0.563
O 1.073738 -0.476123 7.356923 -0.4 -1.7 -2.7 0.117
O 1.766738 -1.604123 5.536923 2.4 -0.9 -0.5 0.082
F -0.965262 -3.250123 4.687923 0.0 0.0 0.8 0.033
H 1.749738 -1.781123 3.440923 -2.1 -1.0 2.4 0.179
H 1.566738 -3.395123 4.296923 -1.0 1.9 1.0 0.160
H -0.721262 -1.504123 3.791923 0.0 0.2 0.8 0.135
C -1.560262 2.806877 2.061923 1.8 -4.5 0.6 -0.098
C -2.731262 2.231877 1.167923 3.5 -2.6 3.0 -0.320
O -3.056262 3.383877 0.570923 -3.3 -0.2 -2.9 0.165
C -2.155262 4.329877 0.655923 0.1 3.5 -2.4 -0.590
O -2.197262 5.350877 -0.010077 0.2 -1.6 1.3 0.130
O -1.222262 3.973877 1.484923 1.0 3.4 0.1 0.098
F -3.646262 1.885877 2.103923 -1.7 -0.3 0.0 0.042
H -0.613262 2.259877 1.897923 -0.8 -0.8 0.9 0.118
H -1.833262 2.846877 3.145923 0.1 0.2 -1.0 0.156
H -2.458262 1.210877 0.615923 -0.6 2.6 0.5 0.174
C 3.915738 2.287877 -5.007077 -1.7 -3.3 -3.2 -0.207
O 3.964738 3.336877 -4.122077 -1.2 1.8 -0.1 -0.188
C 2.884738 4.338877 -4.226077 -1.8 -0.4 0.7 -0.115
C 1.575738 3.636877 -3.650077 0.1 6.1 -4.2 -0.375
O 1.881738 3.124877 -2.532077 0.4 -4.2 5.1 -0.069
C 0.733738 2.386877 -2.098077 4.9 2.0 7.6 -0.092
C 1.124738 1.458877 -0.893077 -1.0 -2.5 -0.9 -0.140
O 2.267738 0.572877 -1.098077 -0.5 -0.6 1.6 -0.168
C 2.431738 -0.401123 0.027923 6.4 4.1 -1.8 -0.070
H 3.607738 2.473877 -6.123077 1.5 1.0 1.4 0.095
H 3.082738 1.418877 -5.042077 1.1 1.7 1.9 0.110
H 4.851738 1.678877 -4.947077 -0.6 1.0 -0.1 0.088
H 2.586738 4.522877 -5.366077 1.3 0.4 2.4 0.149
H 2.989738 5.208877 -3.422077 0.9 -1.5 -2.4 0.158
H 1.318738 3.097877 -4.509077 -1.2 -2.3 -0.8 0.092
H 0.724738 4.359877 -3.403077 0.7 0.1 -1.4 0.154
H 0.428738 1.813877 -2.775077 -2.7 -4.5 -6.1 0.047
H -0.020262 3.030877 -1.730077 -1.0 0.9 0.2 0.125
H 0.284738 0.768877 -0.604077 0.0 0.5 -1.0 0.100
H 1.174738 1.898877 0.042923 1.0 1.9 1.7 0.084
H 2.704738 -0.006123 1.005923 -0.9 1.2 0.2 0.079
H 3.468738 -0.872123 -0.114077 -1.5 0.3 -0.7 0.111
H 1.767738 -1.103123 0.146923 -4.2 -3.6 0.1 -0.012
```
Positions in Å, forces in eV/Å.

## Properties
Energy above the lowest of the compared OMol25 structures with the same formula, charge and spin   26.5 kcal per mole
Molecular weight   575.39 g/mol
Total charge   -1
HOMO   -5.98 eV